1.
11
Properties=species:S:1:pos:R:3:nbo_charge:R:1 method="wB97M-V/def2-TZVPD" gap_ev=9.8
H -1.24531 -2.39870 -0.23913 0.3700
N -0.73931 -1.82533 0.38470 -0.7341
C -0.42664 -0.67598 -0.11184 0.6376
O -0.54016 -0.33063 -1.51958 -0.4540
C 0.03737 0.86692 -1.52691 0.4331
Cl 0.12277 1.73522 -3.00265 0.0570
N 0.34799 1.43398 -0.45755 -0.2768
N -0.01940 0.50779 0.49497 -0.1500
N 0.73490 0.53200 1.75031 -0.6360
H 1.59232 -0.15359 1.66415 0.3668
H 0.13547 0.30833 2.56354 0.3864

***

2.
9
Properties=species:S:1:pos:R:3:mulliken_spin:R:1 method="wB97M-V/def2-TZVPD" gap_ev="9.3 / 8.5" multiplicity=3
C 1.95305 1.33621 0.50879 0.0716
C -2.68416 -0.40149 -0.13753 0.9121
N 1.92488 2.39134 0.94814 0.0192
O 2.18885 -0.33536 -1.63695 0.3685
P 1.62625 -0.27341 -0.26159 0.4366
Cl 2.91584 -1.32812 0.90149 0.1047
H -3.09933 -0.66201 -1.11128 0.0257
H -1.81687 -1.03845 0.21161 0.0344
H -3.00851 0.31130 0.57733 0.0273

***

3.
7
Properties=species:S:1:pos:R:3:nbo_charge:R:1 method="wB97M-V/def2-TZVPD" gap_ev=11.1 smiles="O=CCCl"
O 1.88432 -0.37967 0.10233 -0.4872
C 0.71866 -0.57854 -0.10866 0.4283
C -0.35612 0.55956 -0.04027 -0.4475
Cl -1.90835 -0.43212 0.03811 -0.0846
H 0.16612 -1.54106 -0.08430 0.1252
H -0.18668 1.20446 -0.80830 0.2233
H -0.31796 1.16738 0.90110 0.2425

***

4.
7
Properties=species:S:1:pos:R:3:nbo_charge:R:1 method="wB97M-V/def2-TZVPD" gap_ev=8.5
C -1.16729 1.12099 -0.11055 0.9364
C -0.11783 0.16126 -0.01575 -0.7801
O -1.76694 2.10566 -0.17641 -0.3195
Cl -3.14594 -0.58729 0.30290 -0.7276
H 0.74039 0.55720 0.36864 0.2691
H -0.59226 -0.60546 0.47930 0.3327
H 0.14347 -0.11760 -0.96153 0.2891

***

5.
8
Properties=species:S:1:pos:R:3:nbo_charge:R:1 method="wB97M-V/def2-TZVPD" gap_ev=8.3
C -0.26618 0.76908 -0.68269 0.2210
C 0.66404 -0.33938 0.49873 0.6519
O 0.44870 -0.45122 -0.81147 -0.4146
O 0.11846 0.85788 0.68528 -0.4200
Cl -1.12415 -2.17221 1.31902 -0.7094
H 0.14479 1.56588 -1.31094 0.1965
H -1.34734 0.65215 -0.80047 0.2190
H 1.36169 -0.88219 1.10255 0.2557

***

6.
9
Properties=species:S:1:pos:R:3:nbo_charge:R:1 method="wB97M-V/def2-TZVPD" gap_ev=9.8 smiles="COC(=O)SCl"
C -1.26040 0.78733 0.54813 -0.2778
O 0.21069 0.74179 0.33073 -0.5136
C 0.62683 -0.34392 -0.23981 0.6319
O -0.04885 -1.19459 -0.76096 -0.5929
S 2.43569 -0.37145 -0.30387 0.2216
Cl 2.62511 -2.13729 -1.18196 -0.1122
H -1.52401 0.15267 1.37470 0.2043
H -1.64499 0.41633 -0.47719 0.2253
H -1.42007 1.94912 0.71023 0.2134

***

7.
9
Properties=species:S:1:pos:R:3:nbo_charge:R:1 method="wB97M-V/def2-TZVPD" gap_ev="7.9 / 7.9"
C -0.68826 0.00968 0.68694 -0.7492
C -1.85648 0.61117 -0.01146 0.5709
O 0.52880 -0.09684 -1.77533 -0.7723
O -1.94614 1.65753 -0.51444 -0.4510
S -0.02748 -1.40846 -0.03073 0.5077
Cl -3.19357 -0.55277 -0.32767 -0.1071
H 0.23029 0.81166 0.65998 0.2739
H -0.86252 -0.23821 1.72846 0.2803
H 1.19033 0.50281 -1.50370 0.4467

***

8.
9
Properties=species:S:1:pos:R:3:nbo_charge:R:1 method="wB97M-V/def2-TZVPD" gap_ev=11.2 smiles="O=S1(=O)C[C@@H]1Cl"
O -2.03439 0.26558 0.82681 -0.8885
S -1.11740 -0.32545 -0.04032 2.2221
O -1.43059 -1.28544 -1.01602 -0.8661
C 0.27131 0.75403 -0.43508 -0.7254
C 0.52347 -0.33555 0.58932 -0.4572
Cl 1.48082 -1.74131 -0.16447 -0.0526
H 0.17580 1.79533 0.01593 0.2510
H 1.09866 0.84964 -1.19461 0.2688
H 1.03231 0.02316 1.41844 0.2480

***

9.
7
Properties=species:S:1:pos:R:3:nbo_charge:R:1 method="wB97M-V/def2-TZVPD" gap_ev=9.0
C 0.21277 0.59851 0.26865 -0.4695
C -0.61613 -0.54804 -0.18592 -0.3958
S 0.17464 -0.67496 1.40912 0.2483
Cl 0.17721 -1.49348 -1.44870 -0.0116
H 1.81395 1.02040 -0.39758 0.1100
H -0.00560 1.67484 0.64807 0.2561
H -1.75684 -0.57726 -0.29365 0.2626

***

10.
7
Properties=species:S:1:pos:R:3:nbo_charge:R:1 method="wB97M-V/def2-TZVPD" gap_ev=10.8 smiles=[SiH3]C#CCl
Si 0.82554 -0.26196 0.68462 0.8759
C -0.58939 0.13280 -0.47558 -0.4527
C -1.49180 0.57247 -1.14526 -0.0856
Cl -2.74322 1.00913 -2.08607 0.1487
H 1.66221 0.76481 0.90654 -0.1744
H 1.85263 -1.25246 0.24239 -0.1576
H 0.48402 -0.96480 1.87336 -0.1542

***

11.
8
Properties=species:S:1:pos:R:3:mulliken_spin:R:1 method="wB97M-V/def2-TZVPD" gap_ev="6.4 / 6.0" charge=+1 multiplicity=4
C -0.65295 1.09563 -1.31802 0.0021
O -0.95586 1.33599 -2.45809 0.0007
H 0.40183 0.88614 -1.00526 -0.0004
H -1.39406 0.73107 -0.56030 -0.0003
C 0.72186 -0.60852 1.35577 0.2579
O 0.04696 -1.53742 0.83878 0.2014
Co 1.58848 -2.30132 1.80237 2.4825
H 0.24376 0.39842 1.34475 0.0560

***

12.
9
Properties=species:S:1:pos:R:3:mulliken_spin:R:1 method="wB97M-V/def2-TZVPD" gap_ev="8.7 / 8.8" charge=+2 multiplicity=4
H 2.60787 0.79901 0.08499 -0.4842
O 0.09784 -1.63783 -0.09827 -0.0118
C -1.03154 -1.29963 0.18153 0.0046
C -1.47434 0.13929 0.08716 0.0174
O -0.71351 1.07449 -0.21343 -0.0367
O 0.72898 1.16188 0.06212 -0.0201
Cr 1.58350 -0.41051 -0.69887 3.5287
H -1.82971 -2.02850 0.39235 0.0006
H -2.53869 0.39434 0.09928 0.0014

***

13.
10
Properties=species:S:1:pos:R:3:nbo_charge:R:1 method="wB97M-V/def2-TZVPD" gap_ev="3.7 / 3.7"
H -0.83986 -0.40483 -1.54240 -0.3002
O 1.21394 -1.42490 -0.30176 -1.0139
C 1.12503 -0.11359 0.01625 -0.1392
C -0.32009 0.36154 0.08885 0.7600
O -0.66575 1.45840 0.46729 -0.8273
Li -0.10470 -2.62467 -0.52291 0.9470
H 1.56701 0.58798 -0.73589 0.1520
H 1.55482 0.19196 1.00086 0.1414
F -1.18739 -1.01475 0.56644 -0.6095
Cu -2.34301 2.98287 0.96328 0.8898

***

14.
9
Properties=species:S:1:pos:R:3:mulliken_spin:R:1 method="wB97M-V/def2-TZVPD" gap_ev="4.3 / 9.1" charge=+1 multiplicity=2
H -1.16486 -0.40543 -0.86856 0.0153
O 1.73613 0.45941 -0.85919 -0.0151
C 1.05800 -0.62674 -0.48386 0.0248
C -0.35030 -0.43496 -0.01070 0.0015
O -0.51138 0.78242 0.68580 0.0136
Cu -2.36310 1.19296 1.74204 0.1991
Mg 0.93207 1.90733 0.10266 0.7375
H 1.33974 -1.59212 -0.92556 0.0108
H -0.67631 -1.28286 0.61736 0.0125

***

15.
8
Properties=species:S:1:pos:R:3:mulliken_spin:R:1 method="wB97M-V/def2-TZVPD" gap_ev="4.4 / 8.6" charge=+1 multiplicity=9
H 0.45397 0.06243 -1.39881 0.0064
O 0.82170 0.00610 -0.47764 -0.0349
C -0.34441 -0.45894 0.38095 0.0210
C -1.60467 -0.16188 -0.33417 0.0107
Eu 2.94019 0.78884 0.06650 8.0040
H -0.20340 0.08616 1.32923 -0.0131
H -0.19960 -1.53910 0.50644 0.0032
F -1.86378 1.21638 -0.07249 0.0026

***

16.
12
Properties=species:S:1:pos:R:3:nbo_charge:R:1 method="wB97M-V/def2-TZVPD" gap_ev=8.0
C -1.20035 0.55499 -0.36487 -0.7141
C -0.68881 -0.68026 0.29033 0.4550
O 1.11764 -1.34452 -1.54256 -0.9443
O 1.83453 -0.72672 0.76038 -0.9459
O 2.08306 2.39101 1.18654 -0.9431
F -1.61847 -1.71743 0.04519 -0.3700
F -0.72375 -0.55660 1.64813 -0.3327
S 0.88911 -1.61025 -0.14925 1.5678
I 2.30325 1.09167 0.01066 1.4848
H -2.30217 0.73840 -0.36919 0.2657
H -0.50447 1.37024 -0.12215 0.2308
H -1.18958 0.48947 -1.39321 0.2458

***

17.
8
Properties=species:S:1:pos:R:3:nbo_charge:R:1 method="wB97M-V/def2-TZVPD" gap_ev="7.6 / 10.2"
C -2.48411 0.53643 0.66169 0.6537
C 0.89444 -1.32697 -0.05589 0.1072
N -2.50360 1.64808 0.21650 -0.7247
F -1.53549 -0.45854 0.53703 -0.3507
F 0.51458 -2.61112 -0.13179 -0.3379
H 0.54396 -0.67078 -0.77177 0.1167
H 0.73997 -0.99409 0.93503 0.1171
H -1.86306 2.30113 -0.31967 0.4185

***

18.
8
Properties=species:S:1:pos:R:3:nbo_charge:R:1 method="wB97M-V/def2-TZVPD" gap_ev=11.7 smiles=FC1(F)CN1
F 1.25466 -1.21191 0.09564 -0.3123
C 0.70134 -0.01884 -0.04669 0.7644
F 1.68127 0.98543 0.04968 -0.3347
C -0.66385 0.21362 0.40753 -0.3359
N -0.28833 0.13401 -1.03375 -0.5705
H -1.26635 -0.50544 0.94688 0.2149
H -0.91942 1.23951 0.79985 0.2137
H -0.49933 -0.83638 -1.21915 0.3603

***

19.
9
Properties=species:S:1:pos:R:3:nbo_charge:R:1 method="wB97M-V/def2-TZVPD" gap_ev=10.2 smiles=N[C@@H]1OC1(F)F
N 1.33896 -0.38936 0.39000 -0.8720
C 0.11366 0.28075 0.50920 0.1683
O -1.08769 -0.45433 0.76473 -0.4644
C -1.08801 0.14050 -0.46311 0.8498
F -1.83383 1.12097 -0.79042 -0.2864
F -0.91261 -0.64654 -1.63820 -0.3535
H 2.00698 0.20355 -0.23105 0.3961
H 1.37677 -1.36418 0.38428 0.3995
H 0.08577 1.10863 1.07457 0.1626

***

20.
10
Properties=species:S:1:pos:R:3:nbo_charge:R:1 method="wB97M-V/def2-TZVPD" gap_ev=11.4 smiles="CC(F)(F)[N+](=O)[O-]"
C -0.15297 -0.76926 0.93291 -0.6915
C 0.39726 0.38259 0.07681 0.7597
F 0.26747 1.57514 0.80612 -0.3387
F 1.68325 0.29224 -0.29481 -0.3052
N -0.42108 0.54413 -1.31520 0.4997
O -1.36505 -0.21218 -1.39997 -0.3585
O 0.09502 1.27265 -2.10243 -0.3146
H 0.62592 -1.01226 1.59638 0.2365
H -1.00707 -0.33868 1.43927 0.2572
H -0.12275 -1.73438 0.26091 0.2553

***

In kcal per mole, the energy relative to the best compared isomer or geometry (same formula, charge and spin) values for the records above are, in order, 12.1, 0.8, 22.6, 41.0, 65.7, 0.0, 59.1, 62.0, 75.1, 47.2, 23.6, 59.1, 0.1, 0.0, 48.1, 52.3, 101.2, 8.7, 55.5, 45.1.
In eV, the electronic energy values for the records above are, in order, -22650.508, -27468.219, -16691.499, -16690.699, -18737.200, -29574.714, -29572.152, -29572.025, -25476.310, -22519.797, -43831.841, -36658.774, -53774.402, -56293.084, -26204.025, -32630.925, -9042.250, -9046.263, -11093.211, -13139.362.
In eV/A, the largest force on an atom values for the records above are, in order, 3.73, 2.65, 4.02, 4.88, 2.06, 3.67, 4.81, 3.96, 5.36, 3.38, 2.89, 2.20, 4.88, 5.55, 3.90, 3.11, 2.25, 3.06, 5.70, 3.44.